Record 1
Entry from OMol25: 8 unconnected molecules or ions with the total composition C41H77Br2FN10O10S in a non-equilibrium geometry (wB97M-V/def2-TZVPD).

Properties
- E (a.u.) = -8554.1683
- Kohn-Sham gap (eV) = 8.91

Last column: Löwdin charge in e.
Positions of all 142 atoms, in Å:
H: -1.330 -2.955 -4.908  0.037
N: -2.264 -2.966 -4.424  0.065
C: -2.217 -2.163 -3.356  -0.184
C: -0.830 -1.375 -3.021  -0.117
C: -0.973 -0.339 -1.754  -0.240
C: -2.361 0.502 -2.017  -0.415
S: -2.486 1.256 -3.711  0.818
C: -3.808 0.445 -4.740  -0.513
C: -5.161 0.072 -3.934  -0.160
C: -1.111 -1.176 -0.345  -0.124
C: -2.261 -0.693 0.708  -0.118
C: -3.682 -1.406 0.521  -0.085
C: -4.799 -1.925 0.024  0.068
C: -0.857 -2.796 -0.425  -0.227
O: -1.771 -3.668 -0.517  0.097
N: 0.570 -3.325 -0.460  0.141
C: 0.810 -4.291 0.621  -0.325
O: 0.213 -4.359 1.729  0.092
F: 1.905 -5.237 0.385  -0.003
C: 0.232 -0.776 0.530  -0.333
O: 0.625 -1.208 1.660  0.035
N: 0.939 0.194 -0.322  0.027
C: 0.346 0.653 -1.656  -0.303
C: 1.615 0.287 -2.637  -0.116
C: 1.513 0.939 -4.111  -0.255
C: 1.752 -0.152 -5.323  -0.600
Br: 2.836 0.693 -6.763  0.564
C: 0.116 2.223 -1.363  -0.507
Br: -0.558 2.606 0.513  0.833
C: 1.411 3.169 -1.528  -0.276
C: 2.570 2.966 -0.422  -0.156
H: -3.168 -2.119 -2.705  0.117
H: 0.073 -2.104 -2.882  0.097
H: -0.580 -0.812 -4.014  0.092
H: -2.484 1.382 -1.258  0.051
H: -3.308 -0.147 -1.869  0.066
H: -3.332 -0.452 -5.308  0.064
H: -4.088 1.214 -5.574  0.085
H: -6.035 0.601 -4.503  0.084
H: -5.173 0.398 -2.833  0.066
H: -5.344 -1.064 -4.091  0.082
H: -2.443 0.440 0.713  0.082
H: -1.911 -0.959 1.791  0.139
H: -5.722 -2.369 -0.521  0.059
H: 0.730 -3.749 -1.407  0.137
H: 1.878 -0.244 -0.375  0.134
H: 1.837 -0.861 -2.641  0.127
H: 2.566 0.757 -2.144  0.122
H: 2.273 1.784 -4.311  0.077
H: 0.414 1.315 -4.242  0.091
H: 2.168 -1.153 -4.927  0.060
H: 0.697 -0.392 -5.759  0.067
H: -0.708 2.699 -2.043  0.084
H: 1.910 3.156 -2.562  0.098
H: 1.021 4.263 -1.388  0.113
H: 2.318 2.250 0.438  0.041
H: 2.775 4.003 0.079  0.087
H: 3.592 2.675 -0.907  0.083
C: -0.339 0.910 5.475  -0.050
N: -0.873 2.234 5.229  -0.185
C: -1.544 2.931 6.308  -0.055
C: -0.764 2.846 4.011  -0.363
O: -1.190 3.956 3.736  -0.014
H: -1.155 0.248 5.776  0.082
H: 0.400 0.970 6.278  0.085
H: 0.137 0.507 4.579  0.078
H: -2.571 3.155 6.004  0.083
H: -1.023 3.871 6.504  0.075
H: -1.553 2.321 7.212  0.083
H: -0.237 2.229 3.265  0.078
C: 2.804 5.908 9.738  -0.063
N: 1.655 5.244 9.156  -0.205
C: 0.481 6.030 8.831  -0.043
C: 1.643 3.900 8.904  -0.326
O: 0.713 3.282 8.418  0.003
H: 2.505 6.375 10.680  0.089
H: 3.158 6.676 9.045  0.090
H: 3.611 5.199 9.930  0.084
H: -0.375 5.640 9.388  0.094
H: 0.275 5.939 7.761  0.091
H: 0.638 7.079 9.087  0.088
H: 2.584 3.400 9.188  0.131
C: 5.218 -1.927 3.631  -0.063
N: 4.695 -0.600 3.382  -0.203
C: 4.027 0.104 4.458  -0.043
C: 4.811 0.010 2.164  -0.337
O: 4.395 1.121 1.888  0.005
H: 4.396 -2.582 3.932  0.091
H: 5.956 -1.873 4.436  0.087
H: 5.693 -2.336 2.737  0.083
H: 3.003 0.335 4.152  0.086
H: 4.554 1.041 4.654  0.093
H: 4.011 -0.505 5.364  0.088
H: 5.335 -0.612 1.418  0.129
C: -5.666 1.507 6.684  -0.068
N: -5.274 0.673 5.567  -0.205
C: -4.912 -0.708 5.815  -0.046
C: -5.235 1.148 4.284  -0.340
O: -4.916 0.501 3.302  0.004
H: -4.840 1.554 7.399  0.084
H: -6.543 1.066 7.166  0.088
H: -5.911 2.518 6.352  0.084
H: -3.886 -0.875 5.477  0.086
H: -5.579 -1.361 5.246  0.095
H: -4.991 -0.941 6.879  0.087
H: -5.529 2.207 4.207  0.131
C: 1.615 -5.774 -7.159  -0.049
N: 1.155 -5.309 -5.865  -0.190
C: 0.092 -6.034 -5.196  -0.036
C: 1.691 -4.212 -5.258  -0.324
O: 1.351 -3.767 -4.171  -0.027
H: 0.776 -5.760 -7.859  0.095
H: 1.989 -6.796 -7.056  0.094
H: 2.414 -5.137 -7.544  0.051
H: -0.751 -5.359 -5.027  0.077
H: 0.457 -6.390 -4.228  0.094
H: -0.233 -6.883 -5.799  0.091
H: 2.490 -3.737 -5.852  0.128
C: 7.112 -5.510 -6.268  -0.060
N: 6.217 -5.409 -7.403  -0.202
C: 6.526 -6.152 -8.608  -0.043
C: 5.091 -4.635 -7.372  -0.332
O: 4.297 -4.506 -8.289  -0.005
H: 8.105 -5.165 -6.568  0.091
H: 7.167 -6.554 -5.951  0.090
H: 6.758 -4.901 -5.434  0.086
H: 6.634 -5.453 -9.441  0.095
H: 5.701 -6.835 -8.828  0.094
H: 7.449 -6.720 -8.483  0.088
H: 4.951 -4.114 -6.411  0.128
C: -3.538 4.574 0.425  -0.083
N: -4.433 4.678 -0.710  -0.197
C: -4.121 3.941 -1.918  -0.054
C: -5.562 5.449 -0.676  -0.344
O: -6.355 5.580 -1.593  0.003
H: -2.546 4.922 0.127  0.067
H: -3.480 3.528 0.736  0.064
H: -3.893 5.178 1.262  0.087
H: -4.014 4.645 -2.748  0.098
H: -4.944 3.257 -2.142  0.093
H: -3.196 3.376 -1.794  0.036
H: -5.703 5.965 0.287  0.128

Record 2
Entry from OMol25: a molecular structure, C14H28EuN6O6 in a non-equilibrium geometry (wB97M-V/def2-TZVPD).

Properties
- E (a.u.) = -2040.0903
- spin multiplicity = 8
- Kohn-Sham gap (alpha / beta) (eV) = 4.79 / 5.00

Last column: Löwdin charge in e.
Positions of all 55 atoms, in Å:
O: -0.078 -2.731 -3.437  -0.527
H: 0.629 -3.444 -3.625  -0.062
Eu: 0.102 -1.159 -0.531  1.907
N: -0.066 0.630 -2.176  -0.191
N: 2.109 0.116 -1.124  -0.276
N: -1.743 -1.249 1.052  -0.079
N: 0.676 -1.214 2.003  -0.008
O: -1.267 0.515 -2.604  -0.013
O: -3.124 -1.343 0.738  -0.057
O: 1.908 -0.976 2.651  -0.039
O: 3.047 -0.496 -0.466  -0.167
C: 2.186 0.172 -2.501  -0.288
C: 0.931 0.413 -3.106  -0.319
C: -1.630 -1.275 2.373  -0.254
C: -0.291 -1.258 2.912  -0.260
C: 0.619 0.274 -4.558  -0.037
H: 0.055 -0.680 -4.688  0.076
H: 1.560 0.248 -5.138  0.074
H: 0.043 1.181 -4.827  0.088
C: 3.443 -0.155 -3.233  -0.018
H: 3.717 -1.198 -2.984  0.100
H: 4.218 0.572 -2.937  0.093
H: 3.284 -0.075 -4.317  0.067
C: -2.843 -1.230 3.227  0.001
C: -0.036 -1.223 4.383  0.000
H: -3.741 -1.469 2.654  0.085
H: -2.944 -0.220 3.651  0.114
H: -2.716 -1.943 4.046  0.099
H: 0.961 -0.864 4.651  0.086
H: -0.172 -2.233 4.790  0.108
H: -0.778 -0.566 4.848  0.088
H: -3.174 -0.952 -0.149  0.096
H: 2.537 -0.841 1.914  0.085
C: 0.740 -3.417 -0.432  -0.381
H: 0.425 -3.842 -1.430  -0.052
H: 0.227 -4.046 0.324  -0.053
H: 1.814 -3.642 -0.248  -0.037
O: -2.639 -2.533 -2.597  -0.146
H: -2.106 -2.736 -3.409  0.014
H: -2.278 -3.205 -1.987  0.014
C: -2.395 4.439 0.816  -0.030
C: -1.190 3.589 0.905  -0.317
C: 0.087 3.831 1.431  0.020
C: 0.791 2.604 1.285  -0.336
N: -0.012 1.670 0.721  0.033
N: -1.184 2.320 0.466  0.010
C: 2.214 2.320 1.586  -0.040
H: -2.738 4.787 1.803  0.088
H: -2.234 5.333 0.193  0.089
H: -3.211 3.855 0.370  0.079
H: 0.457 4.771 1.827  0.111
H: -1.933 1.874 -0.071  0.148
H: 2.901 3.013 1.065  0.094
H: 2.440 2.385 2.667  0.087
H: 2.405 1.301 1.223  0.033

Record 3
Entry from OMol25: a gas-phase ion, C20H21N2O (charge +1) (wB97M-V/def2-TZVPD).

Properties
- total charge = +1
- E (a.u.) = -959.2362
- energy relative to the best compared isomer or geometry (same formula, charge and spin) (kcal/mol) = 9.18
- Kohn-Sham gap (eV) = 8.49

Last column: Löwdin charge in e.
Positions of all 44 atoms, in Å:
C: -5.797 -1.925 0.945  -0.080
C: -5.008 -1.203 1.823  -0.069
C: -4.485 0.020 1.442  -0.031
C: -4.741 0.526 0.174  -0.232
C: -4.183 1.866 -0.240  -0.124
O: -2.929 2.176 0.352  -0.023
C: -1.856 1.429 0.068  -0.260
C: -0.670 1.799 0.720  0.026
C: 0.495 1.105 0.501  -0.038
C: 0.518 0.020 -0.377  -0.247
C: 1.808 -0.701 -0.631  -0.083
N: 2.652 0.115 -1.568  0.066
C: 4.045 -0.391 -1.739  -0.081
C: 4.804 -0.253 -0.447  -0.224
C: 5.311 -1.356 0.232  -0.017
C: 5.990 -1.156 1.422  -0.027
C: 6.124 0.143 1.897  -0.113
N: 5.642 1.194 1.257  0.084
C: 5.013 1.005 0.117  -0.112
C: -0.653 -0.343 -1.027  -0.024
C: -1.832 0.344 -0.810  0.020
C: -5.532 -0.203 -0.704  -0.048
C: -6.062 -1.422 -0.318  -0.074
H: -6.210 -2.876 1.244  0.105
H: -4.804 -1.588 2.811  0.107
H: -3.876 0.589 2.130  0.121
H: -4.843 2.666 0.111  0.145
H: -4.112 1.934 -1.333  0.135
H: -0.702 2.634 1.401  0.128
H: 1.393 1.392 1.030  0.119
H: 1.638 -1.678 -1.085  0.142
H: 2.378 -0.826 0.292  0.137
H: 2.693 1.068 -1.180  0.165
H: 2.171 0.171 -2.473  0.193
H: 4.002 -1.436 -2.052  0.139
H: 4.530 0.193 -2.527  0.145
H: 5.183 -2.351 -0.168  0.122
H: 6.403 -1.987 1.970  0.113
H: 6.637 0.355 2.824  0.117
H: 4.666 1.910 -0.372  0.121
H: -0.656 -1.187 -1.702  0.119
H: -2.728 0.021 -1.312  0.114
H: -5.740 0.189 -1.690  0.116
H: -6.681 -1.979 -1.005  0.106

Record 4
Entry from OMol25: a single C28H27N5O molecule in a non-equilibrium geometry (wB97M-V/def2-TZVPD).

Properties
- E (a.u.) = -1432.2195
- energy relative to the best compared isomer or geometry (same formula, charge and spin) (kcal/mol) = 0.00
- Kohn-Sham gap (eV) = 8.15

Last column: Löwdin charge in e.
Positions of all 61 atoms, in Å:
C: -3.207 0.796 3.740  -0.078
O: -3.123 -0.424 3.032  -0.116
C: -2.331 -0.346 1.898  -0.250
C: -0.950 -0.445 2.019  0.001
C: -0.144 -0.361 0.904  -0.024
C: -0.710 -0.169 -0.351  -0.182
C: 0.206 -0.062 -1.552  -0.189
C: 0.869 -1.390 -1.721  -0.157
N: 0.186 -2.564 -1.914  0.155
C: 1.090 -3.589 -1.970  -0.197
C: 0.895 -4.951 -2.152  -0.027
C: 2.012 -5.760 -2.181  -0.105
C: 3.297 -5.229 -2.034  -0.108
C: 3.498 -3.880 -1.852  -0.031
C: 2.388 -3.037 -1.817  -0.115
C: 2.208 -1.633 -1.654  -0.123
C: 3.166 -0.508 -1.475  -0.108
C: 2.477 0.760 -1.979  -0.179
N: 1.205 0.976 -1.309  -0.116
C: 0.694 2.306 -1.613  -0.136
C: -0.569 2.652 -0.905  -0.215
C: -1.788 2.924 -1.457  -0.044
C: -2.694 3.212 -0.406  -0.073
C: -2.001 3.102 0.756  -0.066
N: -0.698 2.775 0.465  0.045
C: 0.263 2.590 1.429  -0.322
N: 1.532 2.499 1.050  0.162
C: 2.426 2.278 1.994  -0.111
C: 2.082 2.161 3.333  -0.040
C: 0.736 2.331 3.625  -0.126
N: -0.170 2.544 2.690  0.146
C: -2.088 -0.120 -0.470  -0.002
C: -2.918 -0.197 0.641  -0.196
C: -4.405 -0.096 0.492  -0.022
H: -3.811 1.526 3.189  0.089
H: -2.216 1.225 3.917  0.070
H: -3.689 0.568 4.689  0.091
H: -0.522 -0.587 3.001  0.123
H: 0.929 -0.430 0.990  0.121
H: -0.398 0.167 -2.453  0.162
H: -0.814 -2.657 -1.941  0.163
H: -0.098 -5.361 -2.266  0.106
H: 1.895 -6.824 -2.320  0.096
H: 4.144 -5.899 -2.064  0.095
H: 4.494 -3.477 -1.738  0.107
H: 4.089 -0.679 -2.033  0.118
H: 3.424 -0.389 -0.419  0.114
H: 3.106 1.628 -1.768  0.119
H: 2.349 0.687 -3.075  0.134
H: 0.498 2.417 -2.698  0.134
H: 1.473 3.018 -1.328  0.115
H: -2.018 2.921 -2.505  0.108
H: -3.728 3.474 -0.515  0.097
H: -2.302 3.239 1.774  0.108
H: 3.452 2.203 1.656  0.113
H: 2.814 1.969 4.099  0.098
H: 0.363 2.298 4.641  0.111
H: -2.537 0.010 -1.445  0.125
H: -4.899 -0.481 1.380  0.080
H: -4.743 -0.655 -0.378  0.081
H: -4.692 0.947 0.355  0.077

Record 5
Entry from OMol25: a molecular structure, C10H14ClPSi in a non-equilibrium geometry (wB97M-V/def2-TZVPD).

Properties
- E (a.u.) = -1480.4384
- energy relative to the best compared isomer or geometry (same formula, charge and spin) (kcal/mol) = 8.04
- Kohn-Sham gap (eV) = 6.53

Last column: Löwdin charge in e.
Positions of all 27 atoms, in Å:
Cl: -0.249 -2.965 -2.433  0.213
P: -1.339 -1.786 -1.265  0.543
C: -0.526 -0.436 -0.399  -0.492
C: -2.395 3.215 -0.157  -0.081
C: -1.329 2.987 0.774  -0.045
C: -2.851 2.309 -1.084  -0.093
C: -0.683 1.757 0.692  -0.031
C: -2.260 1.094 -1.084  -0.073
C: -1.163 0.778 -0.206  -0.325
C: 0.896 -2.773 1.308  -0.177
C: 2.170 -1.508 -1.261  -0.242
C: 2.063 0.032 1.315  -0.185
Si: 1.094 -1.211 0.224  0.438
H: -2.929 4.137 -0.086  0.089
H: -0.954 3.761 1.452  0.107
H: -3.631 2.508 -1.825  0.118
H: 0.171 1.572 1.296  0.069
H: -2.538 0.334 -1.736  0.031
H: 0.471 -3.507 0.608  0.007
H: 1.853 -3.161 1.676  0.038
H: 0.207 -2.845 2.119  0.018
H: 1.851 -2.480 -1.636  -0.069
H: 3.266 -1.541 -0.880  0.071
H: 2.056 -0.783 -2.058  0.033
H: 1.491 -0.087 2.197  0.013
H: 2.980 -0.384 1.558  -0.002
H: 2.276 0.984 0.890  0.029

Record 6
Entry from OMol25: a molecular structure, C30H44Cl2NPRe in a non-equilibrium geometry (wB97M-V/def2-TZVPD).

Properties
- E (a.u.) = -2564.2204
- spin multiplicity = 4
- Kohn-Sham gap (alpha / beta) (eV) = 4.98 / 4.50

Last column: Löwdin charge in e.
Positions of all 79 atoms, in Å:
P: -0.613 -2.059 -0.675  1.062
C: 0.729 -1.848 -1.828  -0.459
C: 0.813 -3.221 -2.547  -0.235
C: 1.924 -3.272 -3.591  -0.213
C: 1.838 -2.086 -4.560  -0.208
C: 1.816 -0.732 -3.836  -0.199
C: 0.694 -0.644 -2.794  -0.199
C: -2.066 -1.056 -0.798  -0.452
C: -2.921 -2.028 -1.655  -0.261
C: -4.367 -1.560 -1.709  -0.217
C: -4.461 -0.100 -2.167  -0.205
C: -3.533 0.867 -1.408  -0.198
C: -2.077 0.387 -1.339  -0.194
C: -0.330 -3.009 0.830  -0.467
C: 1.155 -3.106 1.239  -0.216
C: 1.327 -4.184 2.314  -0.201
C: 0.389 -4.016 3.518  -0.205
C: -1.049 -3.614 3.162  -0.203
C: -1.135 -2.549 2.065  -0.210
H: 1.573 -1.690 -1.125  0.101
H: -0.143 -3.442 -3.046  0.106
H: 0.978 -4.028 -1.820  0.099
H: 1.862 -4.222 -4.133  0.106
H: 2.888 -3.255 -3.072  0.111
H: 2.681 -2.117 -5.256  0.103
H: 0.920 -2.184 -5.154  0.112
H: 2.773 -0.585 -3.319  0.113
H: 1.708 0.084 -4.564  0.108
H: 0.785 0.289 -2.220  0.102
H: -0.272 -0.607 -3.317  0.100
H: -2.439 -0.994 0.245  0.108
H: -4.797 -1.672 -0.707  0.110
H: -2.897 -3.044 -1.240  0.093
H: -2.529 -2.090 -2.681  0.112
H: -4.923 -2.219 -2.384  0.105
H: -5.494 0.247 -2.061  0.102
H: -4.217 -0.055 -3.236  0.110
H: -3.574 1.866 -1.866  0.108
H: -3.896 0.965 -0.376  0.111
H: -1.478 1.038 -0.685  0.097
H: -1.616 0.434 -2.332  0.089
H: -0.689 -4.015 0.512  0.110
H: 1.798 -3.325 0.377  0.097
H: 1.488 -2.132 1.626  0.100
H: 1.116 -5.152 1.842  0.111
H: 2.372 -4.198 2.644  0.108
H: 0.813 -3.280 4.210  0.105
H: 0.359 -4.960 4.069  0.103
H: -1.576 -3.257 4.055  0.107
H: -1.580 -4.503 2.800  0.111
H: -2.183 -2.355 1.814  0.099
H: -0.721 -1.600 2.433  0.102
Re: 1.594 1.708 1.765  0.710
Cl: -0.506 1.808 2.654  -0.010
Cl: 3.507 0.686 1.044  -0.105
C: 1.186 2.556 0.096  -0.351
H: 1.914 2.147 -0.647  0.003
C: 0.451 3.668 -0.528  -0.312
C: -0.738 4.169 0.035  -0.070
C: -1.339 5.300 -0.508  -0.090
C: -0.764 5.974 -1.590  -0.090
C: 0.404 5.455 -2.172  -0.097
C: 1.008 4.326 -1.656  -0.054
H: -1.153 3.665 0.910  0.047
H: -2.274 5.668 -0.086  0.101
H: 0.829 5.948 -3.044  0.101
H: 1.930 3.925 -2.083  0.111
H: -1.216 6.887 -1.984  0.100
C: 2.754 4.169 5.734  -0.047
C: 2.471 2.806 5.683  -0.040
C: 2.253 2.205 4.448  -0.155
N: 2.258 2.932 3.295  -0.191
C: 2.547 4.267 3.334  -0.070
C: 2.794 4.903 4.549  -0.041
H: 2.919 4.651 6.693  0.114
H: 2.371 2.182 6.571  0.117
H: 2.030 1.143 4.322  0.100
H: 2.561 4.769 2.368  0.124
H: 2.989 5.974 4.545  0.114

Question: Which value of E does entry 6 give?
Answer: -2564.2204 a.u.